(1)
{
  "formula": "C9H18ClOP",
  "method": "the ωB97M-V functional and the def2-TZVPD basis",
  "symbols": ["Cl", "P", "O", "C", "C", "C", "C", "C", "C", "C", "C", "C", "H", "H", "H", "H", "H", "H", "H", "H", "H", "H", "H", "H", "H", "H", "H", "H", "H", "H"],
  "positions_angstrom": [[-2.25, -2.22, 0.88], [-1.49, -0.51, 0.16], [-1.02, 0.27, 1.56], [1.28, 0.22, -0.48], [0.50, -1.11, -0.39], [1.62, -1.84, -2.57], [-2.57, 2.13, 1.36], [0.30, -1.66, -1.76], [2.68, -0.10, -1.11], [-1.64, 1.49, 3.58], [-2.07, 0.90, 2.18], [2.50, -0.50, -2.56], [-1.78, 2.75, 1.08], [1.36, -1.88, -3.66], [-2.99, 1.62, 0.51], [-1.15, 0.66, 4.20], [-3.35, 2.63, 1.84], [-2.97, 0.39, 2.31], [-1.13, 2.41, 3.34], [1.47, 0.44, 0.47], [0.97, -1.85, 0.38], [0.71, 0.91, -1.05], [-0.32, -1.01, -2.27], [1.92, 0.30, -3.12], [2.24, -2.65, -2.33], [3.37, -0.77, -3.08], [3.41, 0.68, -1.09], [-0.19, -2.68, -1.93], [3.08, -0.94, -0.62], [-2.53, 1.94, 4.17]],
  "spin_multiplicity": 1,
  "homo_energy_ev": -8.6,
  "energy_ha": -1230.47529,
  "smiles": "CC(C)OP(Cl)C1CCCCC1",
  "total_charge": 0
}

=====

(2)
{
  "formula": "C9H18LiO5",
  "method": "the ωB97M-V functional and the def2-TZVPD basis",
  "symbols": ["O", "O", "O", "O", "O", "C", "C", "C", "C", "C", "C", "C", "C", "C", "Li", "H", "H", "H", "H", "H", "H", "H", "H", "H", "H", "H", "H", "H", "H", "H", "H", "H", "H"],
  "positions_angstrom": [[-4.18, 1.08, 2.71], [0.74, 1.11, -2.18], [-0.55, -1.33, -0.76], [2.53, -1.00, -0.71], [1.37, 1.69, 1.12], [2.78, -2.02, 0.17], [0.35, 0.35, -3.36], [-2.96, -0.87, -0.32], [-1.60, -0.95, 0.09], [-3.33, 0.47, 1.88], [-3.73, -0.05, 0.58], [-1.10, -0.44, 1.36], [-2.00, 0.27, 2.25], [2.83, 1.71, 1.19], [1.03, 0.21, -0.36], [2.25, -3.02, -0.01], [-0.16, -0.70, -3.01], [1.33, 0.47, -3.96], [-0.44, 0.93, -3.82], [1.11, 2.59, 1.32], [-1.69, 0.60, 3.17], [2.96, 1.76, 2.28], [3.30, 0.87, 0.55], [3.35, 2.61, 0.68], [-5.24, 0.86, 2.43], [0.80, 1.84, -2.47], [-1.11, -1.64, -1.51], [-0.15, -0.54, 1.62], [2.55, -1.88, 1.26], [3.82, -2.57, 0.03], [-3.32, -1.43, -1.12], [3.38, -0.96, -1.24], [-4.92, -0.03, 0.14]],
  "spin_multiplicity": 1,
  "homo_energy_ev": -11.0,
  "energy_ha": -737.09498,
  "total_charge": 1
}

=====

(3)
{
  "formula": "C9H18N2",
  "method": "the ωB97M-V functional and the def2-TZVPD basis",
  "symbols": ["N", "N", "C", "C", "C", "C", "C", "C", "C", "C", "C", "H", "H", "H", "H", "H", "H", "H", "H", "H", "H", "H", "H", "H", "H", "H", "H", "H", "H"],
  "positions_angstrom": [[-2.05, -0.94, -2.19], [-2.17, 0.22, -1.44], [-2.54, 1.07, 0.73], [-1.45, 1.61, 1.78], [1.03, -0.44, -1.92], [1.48, -1.23, -0.70], [-0.30, 0.72, 1.83], [2.05, -0.03, 1.44], [0.86, 0.89, 1.18], [-2.11, -0.07, -0.16], [2.62, -0.53, 0.14], [-1.65, -1.79, -1.63], [-1.99, 1.78, 2.73], [-1.75, -1.06, 0.15], [0.58, -1.43, -0.10], [-2.94, 1.82, 0.07], [1.20, 1.79, 0.61], [0.43, -1.16, -2.54], [-0.48, -0.30, 2.29], [1.85, -2.24, -1.21], [1.76, -0.94, 1.97], [-3.35, 0.61, 1.33], [2.98, 0.29, -0.54], [-1.60, -0.92, -3.15], [0.44, 0.35, -1.60], [1.86, 0.06, -2.60], [-1.16, 2.59, 1.30], [2.91, 0.41, 1.99], [3.49, -1.12, 0.24]],
  "spin_multiplicity": 1,
  "homo_energy_ev": -8.3,
  "energy_ha": -463.10889,
  "smiles": "CCCC/C=C/CC/C=N/N",
  "total_charge": 0
}

=====

(4)
{
  "formula": "C9H18N2O2S",
  "method": "the ωB97M-V functional and the def2-TZVPD basis",
  "symbols": ["S", "O", "O", "N", "N", "C", "C", "C", "C", "C", "C", "C", "C", "C", "H", "H", "H", "H", "H", "H", "H", "H", "H", "H", "H", "H", "H", "H", "H", "H", "H", "H"],
  "positions_angstrom": [[2.67, -0.24, -1.82], [3.70, 0.64, 1.55], [2.07, 1.65, 0.32], [-2.82, 1.92, -0.45], [0.93, 0.35, 2.82], [-2.05, -0.39, -0.16], [2.66, 0.57, 0.93], [1.77, -0.68, 0.66], [0.94, 1.24, -0.43], [0.83, -0.79, 1.89], [-2.31, 0.72, -1.17], [1.18, -0.24, -0.66], [-1.10, -1.50, -0.61], [0.14, -1.09, -1.39], [-0.20, -0.91, 1.60], [-2.26, 2.07, 0.37], [-3.11, 0.42, -1.83], [-1.66, -2.19, -1.23], [0.62, -2.00, -1.71], [-1.42, 0.99, -1.73], [0.79, 0.07, 3.77], [-0.15, -0.57, -2.29], [-2.66, 2.73, -1.02], [-1.76, 0.05, 0.79], [0.96, 1.72, -1.39], [-3.01, -0.85, 0.03], [0.24, 1.04, 2.56], [1.10, -1.68, 2.43], [2.19, -1.01, -2.80], [-0.78, -2.07, 0.25], [2.47, -1.49, 0.61], [0.04, 1.50, 0.11]],
  "spin_multiplicity": 1,
  "homo_energy_ev": -9.4,
  "energy_ha": -1011.88280,
  "smiles": "NCCCC[C@@]1(S)COC(=O)[C@H]1CN",
  "total_charge": 0
}

=====

(5)
{
  "formula": "C9H18N2O4",
  "method": "the ωB97M-V functional and the def2-TZVPD basis",
  "symbols": ["O", "O", "O", "O", "N", "N", "C", "C", "C", "C", "C", "C", "C", "C", "C", "H", "H", "H", "H", "H", "H", "H", "H", "H", "H", "H", "H", "H", "H", "H", "H", "H", "H"],
  "positions_angstrom": [[-3.79, -1.70, 0.60], [-1.95, 2.20, -0.77], [-1.63, -2.25, -0.18], [0.42, -0.28, 2.09], [1.15, -1.59, -1.08], [-0.47, 0.06, -0.02], [0.42, -0.45, 0.86], [-2.59, 1.02, -0.66], [3.86, -0.27, -0.74], [-2.46, -1.33, 0.25], [2.55, 0.35, -0.10], [-1.86, 0.10, 0.39], [2.85, 1.19, 1.13], [-3.96, 1.24, 0.08], [1.55, -0.86, 0.18], [2.00, 2.50, 1.28], [4.26, -1.18, -0.35], [2.31, -1.39, 0.76], [3.62, -0.57, -1.72], [-1.90, 0.48, 1.39], [-4.36, 2.13, -0.43], [4.07, 1.55, 0.83], [-3.76, 1.47, 1.10], [4.88, 0.36, -0.99], [2.21, 1.05, -0.82], [-3.85, -2.70, 0.10], [-4.82, 0.38, 0.17], [2.02, -2.16, -1.34], [-0.92, 2.09, -0.72], [2.93, 0.44, 2.18], [-0.12, -0.22, -0.92], [0.31, -2.11, -0.96], [-2.98, 0.46, -1.59]],
  "spin_multiplicity": 1,
  "homo_energy_ev": -9.5,
  "energy_ha": -763.99623,
  "total_charge": 0
}

=====

(6)
{
  "formula": "C9H18N2O4",
  "method": "the ωB97M-V functional and the def2-TZVPD basis",
  "symbols": ["O", "O", "O", "O", "N", "N", "C", "C", "C", "C", "C", "C", "C", "C", "C", "H", "H", "H", "H", "H", "H", "H", "H", "H", "H", "H", "H", "H", "H", "H", "H", "H", "H"],
  "positions_angstrom": [[-2.02, -2.40, -1.43], [1.10, -0.60, 2.26], [-2.19, -2.85, 0.91], [4.50, 0.04, -0.63], [2.57, -1.52, -0.81], [0.25, -0.79, -0.04], [-1.77, 0.52, -0.42], [-1.72, -1.98, -0.21], [-3.13, 0.50, 0.17], [3.21, 0.42, -0.02], [-0.86, 1.66, 0.15], [-1.60, 2.98, -0.14], [1.16, -0.74, 1.01], [2.60, -0.81, 0.32], [-1.08, -0.77, 0.10], [-2.65, -3.67, 0.53], [3.58, -1.52, -1.24], [-3.55, -0.74, 0.11], [2.25, -2.58, -0.68], [0.95, -0.96, -0.99], [-3.92, 1.19, -0.65], [-0.57, 3.78, -0.52], [-0.21, 1.42, 1.27], [-1.94, 0.46, -1.52], [3.23, 1.52, 0.63], [-2.36, 2.85, -1.28], [2.54, 0.86, -0.91], [0.19, 1.64, -0.63], [5.01, -0.39, 0.17], [3.32, -1.33, 1.08], [-3.18, 1.11, 1.31], [-1.31, -0.55, 1.22], [-2.41, 3.27, 0.88]],
  "spin_multiplicity": 1,
  "homo_energy_ev": -9.7,
  "energy_ha": -763.85982,
  "total_charge": 0
}

=====

(7)
{
  "formula": "C9H18N2OS",
  "method": "the ωB97M-V functional and the def2-TZVPD basis",
  "symbols": ["S", "O", "N", "N", "C", "C", "C", "C", "C", "C", "C", "C", "C", "H", "H", "H", "H", "H", "H", "H", "H", "H", "H", "H", "H", "H", "H", "H", "H", "H", "H"],
  "positions_angstrom": [[0.38, 0.29, -1.49], [0.73, -0.86, 4.46], [-0.91, -1.80, 0.26], [-2.97, 2.21, -1.74], [-0.21, -1.04, 3.55], [3.35, 1.06, 0.08], [-1.59, -1.36, 4.16], [-1.81, 1.86, -1.41], [-0.89, 1.22, -2.42], [-1.08, -1.86, -0.98], [2.68, 1.70, -0.96], [2.09, 0.85, -2.04], [0.05, -1.45, -1.93], [2.04, 1.41, -2.96], [-1.54, -2.28, 4.75], [-1.92, -0.55, 4.81], [-1.45, 0.49, -2.99], [2.79, 0.47, 0.81], [0.04, -1.48, 0.45], [-0.39, 1.95, -3.05], [-0.22, -1.52, -2.97], [-1.44, 1.97, -0.39], [4.43, 1.12, 0.18], [-0.02, -1.87, 2.80], [2.68, -0.05, -2.18], [2.48, 2.76, -1.00], [0.93, -2.04, -1.71], [-2.35, -1.50, 3.38], [-2.04, -2.16, -1.40], [-0.39, -0.15, 2.85], [-3.44, 2.60, -0.92]],
  "spin_multiplicity": 1,
  "homo_energy_ev": -4.8,
  "energy_ha": -936.27366,
  "total_charge": 0
}

=====

Q: Number 7 is which compound?
A: C9H18N2OS

=====

Q: Number 7 is which compound?
A: C9H18N2OS